Record 1
An isolated molecule of C16H18N2OS, computed with the ωB97M-V functional and the def2-TZVPD basis.

ORCA input file:
```
! wB97M-V def2-TZVPD RIJCOSX def2/J DEFGRID3
* xyz 0 1
C -6.015 -1.472 0.358
H -6.526 -0.574 0.019
H -5.866 -1.409 1.434
H -6.659 -2.325 0.157
C -4.689 -1.647 -0.369
C -3.712 -0.510 -0.220
C -2.537 -0.540 -0.966
C -1.590 0.460 -0.869
C -1.793 1.530 0.003
C -2.981 1.582 0.729
C -3.922 0.576 0.618
H -4.827 0.651 1.200
H -3.162 2.421 1.386
N -0.878 2.579 0.139
C 0.486 2.567 0.098
N 1.069 1.345 0.113
C 2.399 0.947 -0.005
C 2.665 -0.393 0.258
C 3.955 -0.902 0.153
C 4.992 -0.057 -0.225
C 4.717 1.273 -0.495
C 3.439 1.787 -0.394
H 3.253 2.823 -0.609
H 5.522 1.926 -0.793
H 6.004 -0.418 -0.314
O 4.086 -2.229 0.438
C 5.367 -2.806 0.362
H 5.778 -2.743 -0.651
H 6.062 -2.337 1.066
H 5.235 -3.853 0.632
H 1.874 -1.067 0.553
H 0.437 0.578 0.316
S 1.251 4.031 0.122
H -1.265 3.489 0.350
H -0.716 0.429 -1.503
H -2.364 -1.361 -1.647
H -4.204 -2.561 -0.010
H -4.883 -1.792 -1.436
*
```

The max |F| is 0.018 hartree/bohr. The calculation puts the HOMO energy at -8.1 eV. The energy comes out at -1203.442183 Eh. Its SMILES is CCc1ccc(NC(=S)Nc2cccc(OC)c2)cc1.

Record 2
A structure of composition C16H18N3OsS at a distorted geometry, computed with the ωB97M-V functional and the def2-TZVPD basis.

ORCA input file:
```
! wB97M-V def2-TZVPD RIJCOSX def2/J DEFGRID3
* xyz 3 1
Os -0.050 -0.247 0.341
N -1.873 -0.580 -0.726
C -1.812 -0.706 -2.234
C -0.814 -1.747 -2.700
C 0.630 -1.298 -2.595
N 1.088 -1.190 -1.152
H -2.326 -1.416 -0.347
H -2.546 0.160 -0.530
H -1.537 0.278 -2.616
H -2.819 -0.926 -2.583
H -1.015 -1.947 -3.753
H -0.966 -2.705 -2.188
H 0.789 -0.328 -3.063
H 1.296 -2.015 -3.072
H 2.049 -0.846 -1.146
H 1.151 -2.152 -0.802
S 2.796 1.627 3.227
C 3.372 -0.001 2.999
C 4.474 -0.577 3.566
C 4.723 -1.916 3.251
C 3.859 -2.670 2.398
C 2.767 -2.099 1.838
C 2.515 -0.722 2.103
N 1.499 0.014 1.632
C 1.521 1.318 2.174
C 0.522 2.207 1.742
C 0.342 3.496 2.261
C -0.684 4.271 1.766
C -1.526 3.769 0.758
C -1.346 2.498 0.221
C -0.345 1.662 0.710
H 5.126 -0.034 4.239
H 5.586 -2.410 3.685
H 4.080 -3.714 2.222
H 2.080 -2.696 1.251
H 0.982 3.891 3.042
H -0.840 5.270 2.149
H -2.328 4.393 0.383
H -2.005 2.201 -0.584
*
```

The max |F| is 0.037 hartree/bohr. The calculation puts the HOMO energy (alpha / beta) at -18.5 / -18.5 eV. The energy comes out at -1272.509625 Eh.

Record 3
An isolated molecule of C16H18N4O4S, computed with the ωB97M-V functional and the def2-TZVPD basis.

ORCA input file:
```
! wB97M-V def2-TZVPD RIJCOSX def2/J DEFGRID3
* xyz 0 1
C 6.044 1.537 -0.406
C 5.065 1.672 0.751
H 5.584 1.653 1.711
H 4.489 2.598 0.655
O 4.162 0.567 0.800
C 3.092 0.620 0.002
O 2.845 1.563 -0.725
C 2.251 -0.575 0.107
C 2.543 -1.642 0.950
N 1.792 -2.725 1.051
C 0.721 -2.749 0.269
N 0.336 -1.818 -0.573
C 1.065 -0.703 -0.675
N 0.624 0.229 -1.512
H -0.231 0.046 -2.013
H 1.158 1.081 -1.611
S -0.335 -4.136 0.366
C -1.495 -3.684 -0.969
H -2.339 -4.368 -0.869
H -1.007 -3.848 -1.928
C -1.984 -2.236 -0.912
O -2.146 -1.593 -1.927
N -2.333 -1.846 0.341
C -2.710 -0.575 0.786
C -3.071 0.436 -0.099
C -3.440 1.682 0.391
C -3.450 1.912 1.768
C -3.094 0.901 2.636
C -2.723 -0.343 2.157
H -2.443 -1.131 2.840
H -3.104 1.082 3.701
H -3.741 2.885 2.127
O -3.809 2.732 -0.389
C -3.840 2.556 -1.786
H -4.174 3.508 -2.195
H -2.849 2.318 -2.183
H -4.544 1.770 -2.076
H -3.058 0.225 -1.154
H -2.118 -2.500 1.084
H 3.424 -1.622 1.577
H 5.510 1.574 -1.352
H 6.578 0.592 -0.338
H 6.759 2.354 -0.374
*
```

The max |F| is 0.014 hartree/bohr. The calculation puts the HOMO energy at -8.2 eV. The energy comes out at -1538.743392 Eh. Its SMILES is CCOC(=O)c1cnc(SCC(=O)Nc2cccc(OC)c2)nc1N.

Record 4
A structure of composition C16H19AuI2N4OS at a distorted geometry, computed with the ωB97M-V functional and the def2-TZVPD basis.

ORCA input file:
```
! wB97M-V def2-TZVPD RIJCOSX def2/J DEFGRID3
* xyz 2 3
Au 0.133 -1.320 -1.093
I 6.041 -1.210 3.729
C 4.740 -1.241 2.063
C 5.140 -0.792 0.790
C 4.255 -0.936 -0.256
I 4.898 -0.606 -2.215
C 2.944 -1.445 -0.093
O 2.219 -1.450 -1.193
C 2.541 -1.836 1.228
C 1.310 -2.663 1.479
N 0.059 -1.945 1.209
C -1.162 -2.721 1.236
C -2.233 -2.037 0.305
C -3.557 -2.122 0.600
C -4.493 -1.864 -0.451
C -4.067 -1.347 -1.652
C -2.712 -1.145 -1.867
N -1.856 -1.552 -0.902
C 3.490 -1.773 2.273
H 6.112 -0.362 0.707
H 1.322 -3.007 2.602
H 1.297 -3.575 0.864
H 0.008 -1.044 1.753
H -1.613 -2.788 2.241
H -1.032 -3.741 0.876
H -3.902 -2.627 1.526
H -5.558 -2.084 -0.256
H -4.762 -1.095 -2.482
H -2.283 -0.553 -2.700
H 3.234 -2.175 3.310
C -1.041 4.247 1.161
N -0.995 4.083 -0.269
C -0.386 3.035 -0.844
S 0.338 1.785 0.074
N -0.303 3.049 -2.196
C -0.765 4.101 -3.000
H -1.246 5.308 1.395
H -0.071 3.919 1.587
H -1.767 3.545 1.650
H -1.813 4.455 -0.797
H 0.213 2.283 -2.564
H -0.602 5.099 -2.531
H -1.827 4.003 -3.296
H -0.247 4.147 -3.998
*
```

The expectation value of S² is 2.031. The max |F| is 0.061 hartree/bohr. The calculation puts the HOMO energy (alpha / beta) at -14.0 / -13.8 eV. The energy comes out at -2043.981595 Eh.